Record 1
The following is a DFT calculation (ωB97M-V/def2-TZVPD) of a single C3H7ClN2S molecule.

Bonds (Å) are listed after each position.
CARTESIAN COORDINATES (ANGSTROEM)
1 H 0.21 2.44 0.09  N2 0.981
2 N -0.39 1.75 -0.27  H1 0.981, C3 1.237
3 C -0.39 0.57 0.11  N2 1.237, C4 1.378, N7 1.447
4 C 0.61 -0.14 0.74  C3 1.378, C5 1.522, H9 1.157, H10 1.115
5 C 1.51 -0.86 -0.25  C4 1.522, Cl6 1.726, H11 1.182, H12 1.179
6 Cl 2.56 0.23 -1.08  C5 1.726
7 N -1.43 -0.35 -0.29  C3 1.447, S8 1.691, H13 1.200
8 S -2.99 -0.12 -0.91  N7 1.691, H14 1.426
9 H 1.25 0.72 1.14  C4 1.157
10 H 0.53 -0.79 1.64  C4 1.115
11 H 0.75 -1.41 -0.97  C5 1.182
12 H 2.22 -1.76 0.04  C5 1.179
13 H -1.25 -1.40 0.25  N7 1.200
14 H -3.19 1.13 -0.26  S8 1.426

Summary:
ΔE to the lowest compared entry with this formula, charge and spin = 55.5 kcal per mole
E_HOMO = -8.394 eV

Here are the Löwdin charges for atoms 1 to 6, given in e: 0.044 0.173 -0.619 -0.297 -0.658 0.605

=====

Record 2
The following is a DFT calculation (ωB97M-V/def2-TZVPD) of a single C3H7ClN2Si molecule.

Bonds (Å) are listed after each position.
CARTESIAN COORDINATES (ANGSTROEM)
1 C 0.53 1.95 -0.36  C2 1.499, N4 1.276, H8 1.190
2 C 1.28 1.15 -1.39  C1 1.499, H9 1.006, H10 1.055
3 C -1.55 -0.91 1.43  Si6 1.913, H11 1.156, H12 1.130, H13 1.083
4 N -0.51 1.54 0.25  C1 1.276, Si6 1.697
5 N -0.31 -0.55 -1.40  Si6 1.614, H14 1.011
6 Si -1.19 0.04 -0.19  C3 1.913, N4 1.697, N5 1.614, Cl7 2.129
7 Cl -3.07 0.39 -1.13  Si6 2.129
8 H 1.01 2.97 -0.01  C1 1.190
9 H 1.47 1.58 -2.28  C2 1.006
10 H 1.98 0.47 -0.97  C2 1.055
11 H -0.92 -1.87 1.57  C3 1.156
12 H -1.45 -0.30 2.38  C3 1.130
13 H -2.59 -1.12 1.21  C3 1.083
14 H 0.19 -1.40 -1.62  N5 1.011

Summary:
ΔE to the lowest compared entry with this formula, charge and spin = 92.4 kcal per mole
E_HOMO (spin up / spin down) = -9.431 / -9.433 eV

Here are the Löwdin charges for atoms 1 to 6, given in e: -0.268 0.133 -0.203 -0.043 -0.040 -0.130

=====

Look up the ΔE to the lowest compared entry with this formula, charge and spin of the second one. 92.4 kcal per mole

=====

What is the formula in the first record? C3H7ClN2S